(1)
Below is 16 unconnected molecules or ions with the total composition C15H64ClN30O19P2S, with properties calculated with the ωB97M-V functional and the def2-TZVPD basis.

Computed properties:
Total charge: +1
HOMO in eV: -10.53
Multiplicity: 1
Energy in eV: -142146.298
Lowest unoccupied orbital energy in eV: -5.6

Each line ends with the Löwdin charge.
Positions of all 132 atoms, in Å:
1 O -4.5374 0.3098 -7.1592  -0.42
2 P -3.4747 0.4408 -6.1322  0.64
3 S -4.3627 1.9040 -4.6679  0.39
4 Cl -3.8846 3.6736 -5.4144  0.33
5 P -3.2259 1.5178 -2.8298  0.30
6 O -2.2929 0.4103 -3.1851  -0.31
7 O -2.4655 2.8337 -2.3922  -0.11
8 O -4.3563 1.1752 -1.7998  -0.08
9 H -2.3081 1.1332 -6.4800  0.03
10 H -3.2111 -0.6332 -5.2756  0.03
11 H -2.8618 3.6996 -2.5370  0.10
12 H -5.1536 0.8366 -2.2398  0.09
13 C 1.8573 0.1073 -2.9901  -0.65
14 O 2.9614 -0.3489 -2.7033  -0.01
15 N 1.7286 1.2666 -3.6967  0.17
16 N 0.6929 -0.4725 -2.6126  0.19
17 H 0.8477 1.6819 -3.9258  0.09
18 H 2.5693 1.7505 -3.9590  0.10
19 H 0.7341 -1.3174 -2.0732  0.11
20 H -0.2005 -0.0753 -2.8420  0.05
21 C 4.8536 0.3355 0.8404  -0.67
22 O 5.7037 0.9297 1.5060  -0.02
23 N 3.9479 -0.5128 1.3976  0.18
24 N 4.7531 0.4800 -0.5060  0.17
25 H 3.2586 -0.9978 0.8554  0.10
26 H 3.9905 -0.6897 2.3832  0.06
27 H 5.4073 1.0889 -0.9584  0.10
28 H 4.0586 0.0091 -1.0656  0.05
29 C 2.1677 -0.8362 4.4938  -0.69
30 O 1.4758 -0.7039 3.4851  -0.01
31 N 3.2898 -0.1147 4.7192  0.18
32 N 1.8578 -1.7694 5.4451  0.15
33 H 3.8792 -0.2028 5.5278  0.10
34 H 3.5426 0.5782 4.0434  0.08
35 H 1.0280 -2.3148 5.3078  0.11
36 H 2.4005 -1.9015 6.2803  0.11
37 C -4.8479 -2.1982 -0.9885  -0.68
38 O -5.4793 -2.0061 -2.0319  -0.02
39 N -3.5916 -1.6908 -0.8679  0.17
40 N -5.3685 -2.8772 0.0616  0.18
41 H -2.9958 -1.7447 -0.0628  0.10
42 H -3.2821 -1.2004 -1.6844  0.05
43 H -6.2999 -3.2328 -0.0382  0.09
44 H -4.8811 -3.0350 0.9230  0.11
45 C -8.0686 1.9893 -4.9772  -0.67
46 O -7.4663 1.8805 -3.9075  -0.04
47 N -9.2251 2.6957 -5.0764  0.17
48 N -7.6322 1.4157 -6.1347  0.17
49 H -9.7441 2.7891 -5.9290  0.11
50 H -9.5733 3.1401 -4.2500  0.10
51 H -6.8155 0.8363 -6.1179  0.06
52 H -8.1299 1.4956 -7.0018  0.11
53 C -8.9735 -3.6986 2.2462  -0.67
54 O -8.0925 -4.5233 2.4275  0.01
55 N -9.6777 -3.1381 3.2696  0.16
56 N -9.3284 -3.2709 0.9933  0.16
57 H -10.4047 -2.4625 3.1347  0.10
58 H -9.4556 -3.4404 4.1987  0.11
59 H -8.8498 -3.6808 0.2158  0.09
60 H -10.0528 -2.6000 0.8180  0.09
61 C -7.7009 -8.2846 1.5860  -0.68
62 O -8.7275 -8.1349 2.2199  0.03
63 N -7.3707 -9.4888 1.0110  0.14
64 N -6.7909 -7.2797 1.3875  0.15
65 H -6.5320 -9.6412 0.4865  0.08
66 H -8.0138 -10.2457 1.1382  0.10
67 H -6.9935 -6.3780 1.7887  0.06
68 H -5.9484 -7.4091 0.8629  0.08
69 C 5.4297 2.8722 5.1592  -0.68
70 O 5.0625 1.8425 5.7111  0.01
71 N 5.5174 2.9730 3.7979  0.16
72 N 5.7907 3.9903 5.8577  0.15
73 H 5.8108 3.8035 3.3196  0.09
74 H 5.2868 2.1581 3.2498  0.06
75 H 5.7456 3.9472 6.8581  0.10
76 H 6.0950 4.8382 5.4197  0.10
77 C -0.8483 1.5911 0.5005  -0.66
78 O -1.5678 0.8199 -0.1388  -0.02
79 N -0.0328 1.2043 1.5007  0.19
80 N -0.8698 2.9323 0.2081  0.16
81 H 0.5335 1.8461 2.0206  0.10
82 H -0.0181 0.2366 1.7703  0.09
83 H -1.5101 3.1335 -0.5262  0.05
84 H -0.3406 3.6435 0.6733  0.10
85 C 3.5600 4.3445 -2.5018  -0.69
86 O 2.7950 4.4282 -3.4599  -0.02
87 N 4.7004 5.0674 -2.3863  0.17
88 N 3.3139 3.4872 -1.4615  0.16
89 H 5.3257 4.9921 -1.5963  0.05
90 H 4.9219 5.7024 -3.1276  0.10
91 H 2.4853 2.9254 -1.5145  0.08
92 H 3.9246 3.3842 -0.6728  0.09
93 C 5.0559 -3.9695 4.3736  -0.68
94 O 5.3228 -3.5930 5.5039  0.02
95 N 3.9113 -3.5683 3.7423  0.16
96 N 5.8721 -4.8092 3.6682  0.15
97 H 3.6480 -3.8479 2.8171  0.10
98 H 3.3293 -2.9453 4.2768  0.05
99 H 6.7153 -5.1114 4.1164  0.10
100 H 5.6695 -5.1239 2.7395  0.09
101 C 8.3065 5.4869 -0.9577  -0.66
102 O 7.1076 5.3333 -0.7533  0.00
103 N 9.2395 4.6538 -0.4199  0.16
104 N 8.7852 6.5018 -1.7308  0.16
105 H 10.2248 4.7593 -0.5667  0.10
106 H 8.9091 3.9007 0.1524  0.10
107 H 8.1191 7.1351 -2.1286  0.11
108 H 9.7605 6.6472 -1.9071  0.10
109 C 10.2590 2.2301 4.7642  -0.68
110 O 11.4580 2.1637 4.9591  0.03
111 N 9.7230 2.3170 3.5022  0.14
112 N 9.3370 2.2161 5.7738  0.16
113 H 8.7370 2.3385 3.3197  0.08
114 H 10.3673 2.3107 2.7367  0.09
115 H 9.6750 2.1322 6.7126  0.10
116 H 8.3510 2.2754 5.6075  0.07
117 C -10.8388 0.6921 -1.0518  -0.68
118 O -11.4743 -0.0714 -0.3490  0.02
119 N -11.3344 1.9120 -1.4373  0.15
120 N -9.5818 0.3952 -1.5032  0.16
121 H -10.8217 2.5623 -1.9968  0.08
122 H -12.2517 2.1557 -1.1160  0.10
123 H -9.2044 -0.4873 -1.2169  0.09
124 H -9.0212 0.9947 -2.0816  0.06
125 C 4.2546 -3.9546 -3.0074  -0.69
126 O 3.3230 -3.9801 -2.2179  0.00
127 N 4.7316 -5.0950 -3.6005  0.14
128 N 4.8909 -2.7990 -3.3593  0.16
129 H 5.4953 -5.1032 -4.2479  0.09
130 H 4.2855 -5.9582 -3.3588  0.10
131 H 4.5426 -1.9478 -2.9508  0.07
132 H 5.6526 -2.7640 -4.0077  0.09

(2)
Below is a molecular structure, C15H8Cl5N2O5STl, with properties calculated with the ωB97M-V functional and the def2-TZVPD basis.

Computed properties:
Total charge: -2
HOMO in eV: -2.35
Multiplicity: 1
Energy in eV: -107045.792
Lowest unoccupied orbital energy in eV: 4.1

Each line ends with the Löwdin charge.
Positions of all 37 atoms, in Å:
1 Tl 0.0790 -0.1621 0.5120  0.83
2 N -2.7216 -0.0326 -0.3466  -0.06
3 C -3.5724 0.0802 0.8417  -0.22
4 C -3.0238 -0.7044 2.0475  -0.72
5 O -3.7872 -0.7342 3.0356  -0.07
6 O -1.8783 -1.2279 1.9148  -0.21
7 H -3.1452 0.3761 -1.1676  0.05
8 H -2.5059 -1.0003 -0.5494  0.03
9 H -4.5962 -0.2720 0.7023  0.09
10 H -3.6292 1.1306 1.1368  0.10
11 O 3.0771 -0.6615 4.1891  0.02
12 C 3.3808 -0.8114 3.0121  -0.54
13 N 2.9050 -0.1203 1.9389  -0.11
14 S 3.6842 -0.4816 0.5928  0.53
15 O 2.8007 -0.9131 -0.4677  -0.42
16 O 4.6437 0.5365 0.2151  -0.34
17 C 4.6215 -1.8530 1.2467  -0.21
18 C 5.5248 -2.7098 0.6462  -0.05
19 C 6.1830 -3.6249 1.4606  -0.10
20 C 5.9438 -3.6572 2.8356  -0.10
21 C 5.0366 -2.7778 3.4191  -0.02
22 C 4.3778 -1.8796 2.6012  -0.14
23 H 5.7031 -2.6748 -0.4238  0.11
24 H 6.8895 -4.3208 1.0212  0.09
25 H 6.4744 -4.3738 3.4531  0.09
26 H 4.8310 -2.7794 4.4841  0.11
27 Cl -1.2662 -1.0203 -3.4620  0.57
28 C -0.7038 -2.4302 -2.5361  -0.70
29 C -0.2424 -2.2193 -1.2600  -0.26
30 C 0.1788 -3.3627 -0.5966  -0.69
31 Cl 0.7886 -3.1861 1.0388  0.64
32 C 0.1497 -4.6399 -1.1474  -0.70
33 Cl 0.7021 -6.0282 -0.2533  0.62
34 C -0.3333 -4.7999 -2.4480  -0.71
35 Cl -0.4015 -6.3761 -3.1721  0.61
36 C -0.7654 -3.6792 -3.1557  -0.71
37 Cl -1.3643 -3.8693 -4.7805  0.59

(3)
Below is a molecular structure, C15H9AuCl2N2O, with properties calculated with the ωB97M-V functional and the def2-TZVPD basis.

Computed properties:
Total charge: -2
HOMO in eV: 1.05
Multiplicity: 1
Energy in eV: -49464.811
Lowest unoccupied orbital energy in eV: 4.3

Each line ends with the Löwdin charge.
Positions of all 30 atoms, in Å:
1 Au 0.0613 1.5730 1.0534  0.64
2 Cl -1.2890 -1.2019 5.2503  0.60
3 C -2.3445 -0.7065 3.9451  -0.60
4 C -3.7236 -0.8083 4.1374  -0.17
5 C -4.5948 -0.4236 3.1559  -0.63
6 Cl -6.3270 -0.4872 3.4836  0.58
7 C -4.1260 0.0423 1.9048  -0.20
8 C -4.9464 0.4337 0.8248  -0.06
9 C -4.3586 0.8325 -0.3408  -0.07
10 C -2.9576 0.8009 -0.4590  -0.16
11 N -2.1698 0.4509 0.5258  0.05
12 C -2.7239 0.1160 1.7078  -0.16
13 C -1.7624 -0.1626 2.7795  -0.45
14 O -0.5344 0.0812 2.6555  -0.23
15 H -4.1020 -1.1753 5.0822  0.09
16 H -6.0230 0.4069 0.9305  0.07
17 H -4.9623 1.1390 -1.1867  0.09
18 H -2.4618 1.0716 -1.3861  0.10
19 N 1.0408 2.9724 0.0728  -0.26
20 C 0.5725 3.7691 -0.8464  -0.59
21 C -0.8349 3.9678 -1.2057  -0.13
22 C -1.2397 4.7870 -2.2371  -0.21
23 C -0.3291 5.5287 -3.0104  -0.23
24 C 1.0307 5.4178 -2.6628  -0.21
25 C 1.4698 4.6093 -1.6386  -0.12
26 H -1.5655 3.4191 -0.6165  0.04
27 H -2.3040 4.8713 -2.4574  0.07
28 H -0.6592 6.1699 -3.8200  0.04
29 H 1.7659 5.9894 -3.2293  0.06
30 H 2.5271 4.5521 -1.3963  0.06

no.,HOMO-LUMO gap (eV),strongest force on any atom (Eh/bohr)
1,5.0,0.067
2,6.5,0.009
3,3.3,0.014